The following is a DFT calculation (wB97M-V/def2-TZVPD) of C7H11NO2 in the gas phase.

ORCA input file:
```
! RIJCOSX wB97M-V def2-TZVPD def2/J DEFGRID3
* xyz 0 1
C -2.249 0.468 -0.749
C -1.027 1.066 -0.737
O -0.765 2.420 -0.621
C 0.693 2.584 -0.627
O 1.129 3.714 -0.715
N 1.260 1.399 -0.453
C 0.315 0.272 -0.598
C 0.731 -0.446 -1.792
C 0.304 -0.522 0.841
C 0.040 0.483 1.897
H -3.176 0.986 -0.689
H -2.279 -0.556 -0.913
H 2.300 1.400 -0.598
H 1.536 -1.151 -1.559
H 1.282 0.171 -2.574
H -0.051 -1.005 -2.197
H -0.597 -1.147 0.992
H 1.368 -1.047 1.018
H 0.988 0.994 2.048
H -0.140 -0.167 2.748
H -0.891 1.123 1.793
*
```

Computed properties:
Highest occupied orbital energy = -9.23 eV
Maximum force = 0.071 Eh/bohr
SMILES = C=C1OC(=O)N[C@@]1(C)CC
Gap between HOMO and LUMO = 9.90 eV
Energy relative to the best compared isomer or geometry (same formula, charge and spin) = 1.9576 eV

Mulliken population analysis, charges in e, atoms 1 to 6: C -1.134; C 0.173; O -0.391; C 0.390; O -0.597; N -0.213